Here is a molecular structure, C12H22Hg2O6 at a distorted geometry from the Open Molecules 2025 dataset. Energies are from ωB97M-V/def2-TZVPD.

Cartesian coordinates (Å):
Hg -44.5326 -17.6233 23.9457
Hg -47.0055 -19.6679 23.6585
C -48.4441 -15.6292 24.2939
C -47.4314 -16.5186 25.0411
O -46.7300 -17.3715 24.1642
H -47.9222 -15.2672 23.4063
H -48.6665 -14.7800 24.9418
H -49.4159 -16.0432 24.0284
H -47.8940 -17.1131 25.8303
H -46.7179 -15.7825 25.4282
C -48.1447 -17.3836 20.8891
C -49.0621 -18.2260 21.7202
O -48.6203 -19.3809 22.2147
H -48.6043 -16.4313 20.6300
H -47.6580 -17.8250 20.0203
H -47.2952 -17.1340 21.5600
H -50.0596 -18.4132 21.2380
H -49.4772 -17.5985 22.5470
O -53.7188 -16.2742 27.2514
C -53.4960 -15.5786 26.3066
O -53.7364 -14.2609 26.2850
C -52.9854 -13.6723 25.2195
C -52.9936 -14.7515 24.1470
C -52.9439 -16.0482 24.9637
H -51.9608 -13.4200 25.5152
H -53.4028 -12.7169 24.9158
H -52.0619 -14.6936 23.5757
H -53.8522 -14.6505 23.4901
H -51.9313 -16.4399 25.0734
H -53.4777 -16.8912 24.5276
O -48.8278 -20.0282 25.1511
C -49.8542 -19.8561 25.7871
O -50.2223 -20.6971 26.6971
C -51.3782 -20.2295 27.4387
C -51.8557 -18.9691 26.7325
C -50.7977 -18.6553 25.6926
H -50.9988 -20.0647 28.4514
H -52.1384 -20.9920 27.5801
H -52.1044 -18.0716 27.3072
H -52.8924 -19.1373 26.4212
H -50.1849 -17.7917 25.9511
H -51.1095 -18.7023 24.6468

As for the highest occupied orbital energy: -14.48 eV. The charge is +2. For the total energy, the calculation gives -1227.8580 Eh.

Atomic partial charges in e from the Löwdin method, atoms 1 to 6: 1.2060, 1.2120, -0.0432, -0.3278, -0.5639, 0.0887

Here is a molecular structure, C3H2O at a distorted geometry from the Open Molecules 2025 dataset. Energies are from ωB97M-V/def2-TZVPD.

Cartesian coordinates (Å):
C 1.7199 -0.0413 0.1702
C 2.9321 -0.2056 -0.1148
C 0.4553 0.1495 -0.1948
O -0.6134 -0.6184 0.0184
H 0.1332 1.1337 -1.0427
H -0.3389 -1.2504 0.7338

As for the highest occupied orbital energy: -10.29 eV. For the total energy, the calculation gives -190.5598 Eh.

Now the Löwdin charges, all in e: -0.2663, 0.0760, -0.2269, 0.0495, 0.2222, 0.1455

Here is 7 unconnected molecules or ions with the total composition C31H81N7O12 at a distorted geometry from the Open Molecules 2025 dataset. Energies are from ωB97M-V/def2-TZVPD.

Cartesian coordinates (Å):
C -0.6413 -1.0057 -3.5420
O 0.5374 -0.3453 -3.6922
C 0.4019 1.0217 -4.1767
C -0.1474 2.0457 -3.1648
N 0.1750 1.7128 -1.7422
C -0.6700 2.3253 -0.6538
C -1.9425 1.4820 -0.4082
O -1.5056 0.2211 0.2517
C -2.6100 -0.7026 0.4383
H -0.4317 -2.0687 -3.4229
H -1.2349 -0.8903 -4.4489
H -1.2862 -0.7056 -2.7161
H -0.1700 0.9043 -5.0971
H 1.4368 1.3265 -4.3323
H -1.2241 1.9582 -3.3103
H 0.2627 3.0192 -3.4338
H 0.1993 0.7051 -1.8058
H -0.9516 3.3498 -0.8967
H -0.0372 2.3549 0.2332
H -2.4821 1.2102 -1.3154
H -2.6106 1.9161 0.3357
H -2.4152 -1.6643 0.9131
H -3.2432 -0.6721 -0.4484
H -3.1567 -0.2520 1.2667
C 3.3289 -2.7002 -1.2140
O 3.1639 -1.4543 -0.5286
C 1.9039 -1.3393 0.1100
C 1.7829 -2.2289 1.3578
N 2.9452 -2.0225 2.1689
C 3.2106 -2.8965 3.3419
C 2.0644 -2.9347 4.3708
O 2.4823 -3.7392 5.5220
C 2.1946 -5.1149 5.5814
H 3.5300 -3.6388 -0.6975
H 4.0987 -2.5940 -1.9784
H 2.4666 -2.9766 -1.8207
H 1.1929 -1.5802 -0.6804
H 1.9822 -0.2665 0.2863
H 1.7319 -3.2796 1.0724
H 0.8782 -1.8845 1.8588
H 3.7476 -1.7264 1.6317
H 4.0988 -2.6673 3.9306
H 3.1457 -3.9311 3.0049
H 1.0922 -3.3454 4.0982
H 1.9263 -1.9107 4.7180
H 2.2027 -5.4978 6.6019
H 2.9044 -5.8193 5.1477
H 1.2534 -5.3434 5.0815
C -0.9259 1.4589 3.7205
O -1.0979 2.7502 4.3850
C -1.4642 2.6416 5.7861
C -0.5246 2.1668 6.8998
N -0.5316 0.6873 6.9115
C 0.1934 0.2237 8.1050
C 0.5533 -1.3475 8.2413
O -0.6531 -2.0009 8.3808
C -0.5376 -3.4372 8.1677
H -0.9283 1.4750 2.6306
H -1.7677 0.8873 4.1112
H -0.0552 0.8836 4.0349
H -2.3306 1.9932 5.9164
H -1.8677 3.6289 6.0109
H -0.8190 2.4961 7.8963
H 0.4733 2.5780 6.7476
H -1.4635 0.3178 7.0343
H -0.2432 0.5391 9.0526
H 1.1915 0.6615 8.0870
H 1.1309 -1.4382 9.1612
H 1.1817 -1.6516 7.4041
H -0.5356 -3.7391 7.1203
H -1.4334 -3.9587 8.5048
H 0.2369 -3.9408 8.7463
C 1.5707 7.3671 -2.6045
O 0.5459 6.8179 -1.7785
C -0.5325 7.6750 -1.6329
C -1.6869 6.8192 -1.0696
N -2.5366 6.1218 -2.0387
C -1.9567 5.6627 -3.3631
C -2.8392 4.6705 -4.1375
O -3.1371 3.5791 -3.3362
C -4.0626 2.6586 -3.7826
H 2.3303 7.7605 -1.9289
H 1.2671 8.1092 -3.3429
H 1.8371 6.5808 -3.3108
H -0.8219 8.1800 -2.5545
H -0.2753 8.5477 -1.0326
H -2.3699 7.4215 -0.4705
H -1.2371 6.1170 -0.3676
H -3.1534 5.3872 -1.7226
H -0.9645 5.2576 -3.1639
H -1.6715 6.5496 -3.9291
H -2.1700 4.4026 -4.9551
H -3.7168 5.1982 -4.5110
H -4.4861 2.1936 -2.8924
H -3.4975 1.9103 -4.3383
H -4.8532 3.1706 -4.3312
C 2.3540 -4.6302 -7.2671
O 2.6144 -4.5700 -5.9176
C 1.6079 -4.9246 -5.0499
C 0.8471 -6.2304 -5.3473
N -0.1348 -6.6351 -4.3475
C -1.4674 -6.3135 -4.7246
C -2.3682 -6.4986 -3.5058
O -2.1929 -5.3346 -2.7755
C -2.8383 -5.2086 -1.5563
H 3.2507 -4.1945 -7.7077
H 1.4500 -4.1462 -7.6368
H 2.1827 -5.6109 -7.7108
H 0.9010 -4.0976 -5.1168
H 1.7429 -4.8203 -3.9733
H 1.6912 -6.9200 -5.3602
H 0.4028 -6.1177 -6.3363
H -0.1436 -5.9204 -3.6339
H -1.8455 -7.0039 -5.4786
H -1.5166 -5.3208 -5.1721
H -1.9665 -7.4336 -3.1155
H -3.4090 -6.6826 -3.7722
H -2.5322 -4.3069 -1.0258
H -2.8293 -6.0345 -0.8452
H -3.9253 -5.2161 -1.6373
C 1.6549 5.3108 1.3420
O 1.0337 6.2118 1.8265
N 2.3401 4.4883 2.0996
N 1.6863 5.0529 0.1001
H 2.3619 4.5803 3.1052
H 2.7404 3.6482 1.7070
H 1.1190 5.6970 -0.4322
H 2.1261 4.2362 -0.2995
O 2.7989 2.5656 -1.5698
H 3.3770 1.8230 -1.3951
H 1.9415 2.1704 -1.7275

As for the highest occupied orbital energy: -8.13 eV. The SMILES is COCCNCCOC.COCCNCCOC.COCCNCCOC.COCCNCCOC.COCCNCCOC.NC(N)=O.O. For the total energy, the calculation gives -2515.5131 Eh.

Atomic partial charges in e from the Löwdin method, atoms 1 to 6: -0.1537, -0.1975, -0.1508, -0.1681, -0.0568, -0.1217

Here is a gas-phase ion, NO4S (charge -1) at a distorted geometry from the Open Molecules 2025 dataset. Energies are from ωB97M-V/def2-TZVPD.

Cartesian coordinates (Å):
N 0.9942 -1.4715 0.7635
O 0.7994 1.1730 0.5312
O 0.1527 0.0505 -1.5721
O -0.2110 -1.1411 0.5745
O -1.5438 0.9349 -0.0681
S -0.1915 0.4541 -0.2291

As for the highest occupied orbital energy (spin up / spin down): -4.23 / -4.21 eV. The charge is -1. For the total energy, the calculation gives -753.8595 Eh.

Now the Löwdin charges, all in e: -0.0012, -0.3540, -0.3519, -0.3342, -0.3537, 0.3949

Here is 2 unconnected molecules or ions with the total composition C3H5IS at a distorted geometry from the Open Molecules 2025 dataset. Energies are from ωB97M-V/def2-TZVPD.

Cartesian coordinates (Å):
C -0.1056 -0.0446 -2.0637
C -0.6342 1.0214 -2.2628
C -0.1490 -0.3248 1.1156
S 1.6318 0.4862 1.2734
I -1.0212 -1.7347 2.6997
H 0.2138 -1.0331 -1.8819
H -1.2423 1.8335 -2.6271
H 0.2236 -1.0274 0.2508
H -0.8751 0.4294 0.8290
H 1.9583 0.3942 2.6671

As for the highest occupied orbital energy: -9.36 eV. The SMILES is C#C.SCI. For the total energy, the calculation gives -813.0517 Eh.

Atomic partial charges in e from the Löwdin method, atoms 1 to 6: -0.0194, 0.0138, -0.8980, 0.4941, 0.5524, 0.0190